# 1
Entry from the OMol25 dataset: a structure of composition C25H33IrO2Te in a non-equilibrium geometry (ωB97M-V/def2-TZVPD).

Computed properties:
**HOMO energy (alpha / beta)**: -8.68 / -11.62 eV
**Multiplicity**: 6
**Charge**: +1
**Kohn-Sham gap (alpha / beta)**: 6.409 / 5.281 eV
**LUMO energy (alpha / beta)**: -0.0833 / -0.2328 Eh
**E**: -1494.6937 Ha
**Strongest force on any atom**: 3.3 eV/A

Geometry (Å):
O 1.12536 -2.36341 1.20299
C 1.74372 -3.68012 1.14460
C 2.04346 -3.64490 2.64375
H 2.61834 -3.55069 0.49901
H 1.02519 -4.44069 0.82825
C 1.40487 -2.22342 2.60636
H 3.10534 -3.68814 2.88028
H 1.43437 -4.33834 3.24151
C 2.41186 -1.14580 2.91829
H 3.29313 -1.29595 2.28879
H 2.70362 -1.24315 3.98557
H 2.01810 -0.14209 2.72035
C 0.11531 -2.13756 3.41757
H -0.47913 -3.03843 3.22218
H -0.49094 -1.26053 3.13878
H 0.32547 -2.09898 4.49845
Ir -1.32868 1.30349 -0.44870
C -3.72494 -0.25662 0.28298
C -2.99585 0.15185 -0.89498
C -1.71416 -0.64865 -0.88348
H -3.44996 0.51740 -1.81512
C -1.80235 -1.49375 0.30099
C -2.98361 -1.20650 0.99014
H -3.32227 -1.69823 1.91061
H -4.75991 0.05308 0.44294
H -1.19471 -0.91735 -1.82274
H -1.09626 -2.30053 0.50132
C -1.50887 3.23642 0.64968
C -1.87233 2.21474 1.59269
C -0.73064 1.39499 1.81834
H -2.86091 2.08847 2.04228
C 0.31269 1.80239 0.90409
C -0.12359 3.03505 0.27702
H 0.50238 3.66572 -0.34680
H -2.16597 4.03407 0.29734
H -0.64807 0.61256 2.56897
H 1.22860 1.25002 0.71629
O 3.60781 -1.21720 -0.25714
C 4.87661 -1.70331 0.27853
C 5.88503 -1.95595 -0.87334
H 4.73609 -2.61547 0.88875
H 5.24466 -0.95737 1.01197
C 5.20373 -1.36391 -2.12220
H 6.03084 -3.03634 -0.98681
H 6.86994 -1.53155 -0.70379
C 3.81733 -0.89106 -1.64376
H 5.15495 -2.09492 -2.93060
H 5.75470 -0.49094 -2.51699
H 2.97105 -1.31090 -2.21973
H 3.73293 0.20719 -1.75627
Te -1.16041 2.23691 -2.77866
C -3.11575 3.06655 -2.98991
C -3.44566 4.21153 -2.26815
C -4.75331 4.71360 -2.32840
C -5.72038 4.08899 -3.12908
C -5.37404 2.95553 -3.87873
C -4.07668 2.44601 -3.82022
H -2.70273 4.66677 -1.61929
H -5.02258 5.57959 -1.71508
H -6.74327 4.47313 -3.14882
H -6.13424 2.44857 -4.46879
H -3.79530 1.52818 -4.34410

Force components x, y, z for each atom (eV/Å):
-0.509 0.036 -0.232
-0.013 0.917 -0.015
-0.497 0.021 0.072
-0.163 -0.680 -0.048
0.299 0.023 -0.244
0.212 -0.763 0.710
-0.139 -0.048 0.261
0.530 0.044 -0.160
0.120 0.090 0.232
-0.125 0.138 0.182
-0.136 0.240 -0.591
0.046 -0.075 0.143
0.008 0.023 0.032
-0.017 0.216 0.047
0.244 -0.306 0.101
-0.034 0.040 -0.356
-0.018 -0.943 0.600
-0.810 0.427 -0.361
0.588 -1.593 -0.801
-1.891 -0.998 -1.601
-0.164 -0.221 0.279
0.280 -0.402 0.004
0.263 -0.305 0.504
0.209 0.178 -0.535
0.457 -0.086 0.318
-0.395 -0.175 0.695
-0.123 0.503 0.225
0.219 0.856 0.820
0.010 0.772 0.229
0.755 0.556 0.863
0.533 0.118 -0.151
-0.237 0.571 0.895
0.034 -0.391 0.624
-0.304 -0.125 0.062
0.370 -0.332 0.324
-0.121 0.056 -0.518
0.042 0.368 0.346
1.643 -0.822 -0.479
0.200 0.493 0.690
-0.763 -0.348 0.069
-0.343 0.240 -0.483
-0.037 -0.105 -0.510
0.093 0.468 0.011
-0.058 0.219 -0.050
-0.064 0.176 0.208
-0.768 0.498 -0.200
-0.157 0.053 0.109
-0.150 -0.462 0.221
0.439 -0.054 0.219
0.101 -0.329 0.108
-0.186 1.369 -2.977
-0.371 -0.102 -0.332
-0.419 -0.187 0.103
-0.030 -0.107 -0.085
0.449 -0.031 0.149
0.117 0.156 0.321
0.517 -0.044 0.501
-0.201 0.133 -0.180
0.113 -0.294 -0.325
0.389 -0.139 -0.027
0.220 0.109 0.022
-0.256 0.365 -0.035

Atom charges from the Mulliken analysis, given in e for atoms 1 to 5:
1 O -0.412
2 C -0.229
3 C -1.001
4 H -0.003
5 H 0.308



# 2
Entry from the OMol25 dataset: an isolated molecule of C25H33N3O8S2 in a non-equilibrium geometry (ωB97M-V/def2-TZVPD).

Computed properties:
**HOMO energy**: -8.88 eV
**Charge**: 0
**SMILES string**: CCN(CC)S(=O)(=O)c1ccc(C)c(NC(=O)COC(=O)c2ccc(C)c(S(=O)(=O)N3CCOCC3)c2)c1
**Kohn-Sham gap**: 8.524 eV
**LUMO energy**: -0.0130 Eh
**Energy above the lowest of the compared OMol25 structures with the same formula, charge and spin**: 10.8 kJ/mol
**E**: -2535.0198 Ha
**Strongest force on any atom**: 1.2 eV/A

Geometry (Å):
C 3.92591 -4.96972 0.10937
C 3.03447 -6.19833 0.26683
N 1.75903 -5.90208 0.87335
C 1.68420 -5.56185 2.27349
C 1.43383 -4.07087 2.49698
S 0.35342 -6.40290 0.15999
O 0.67539 -7.06386 -1.07156
O -0.46485 -7.09849 1.11598
C -0.45950 -4.85312 -0.22858
C -1.73209 -4.58885 0.23085
C -2.31840 -3.37449 -0.08878
C -1.64788 -2.42165 -0.84293
C -2.31162 -1.11766 -1.17095
C -0.34707 -2.71036 -1.29102
N 0.32967 -1.74586 -2.04906
C 1.65500 -1.67952 -2.30551
O 2.49948 -2.46154 -1.93253
C 2.02952 -0.45199 -3.16418
O 2.06244 0.75244 -2.40107
C 0.90890 1.38130 -2.17093
O -0.16634 0.95683 -2.53778
C 1.08132 2.63720 -1.41237
C 2.33849 3.15647 -1.10748
C 2.44479 4.33281 -0.39211
C 1.31539 5.02044 0.05116
C 1.43525 6.27837 0.83770
C 0.06900 4.48377 -0.26083
S -1.44541 5.28442 0.28035
O -2.54940 4.48864 -0.17699
O -1.42824 6.67388 -0.07107
N -1.23967 5.18313 1.94788
C -1.51494 3.86561 2.49027
C -3.01260 3.67193 2.75331
O -3.52025 4.70787 3.56568
C -3.33570 5.96704 2.95629
C -1.84895 6.24670 2.72759
C -0.05649 3.31881 -0.98486
C 0.23364 -3.93682 -0.99040
H 3.42915 -4.19478 -0.46733
H 4.19850 -4.56462 1.08109
H 4.83717 -5.25503 -0.41020
H 3.56035 -6.96079 0.85955
H 2.80322 -6.62548 -0.70950
H 0.86325 -6.13966 2.70771
H 2.61602 -5.86299 2.76093
H 1.44693 -3.85160 3.56201
H 2.19838 -3.47646 2.00438
H 0.46537 -3.78649 2.09342
H -2.23967 -5.33028 0.82600
H -3.31817 -3.15877 0.25802
H -1.71158 -0.26944 -0.84379
H -2.46818 -1.02008 -2.24530
H -3.28085 -1.05632 -0.68408
H -0.23482 -0.95661 -2.35707
H 3.04680 -0.58745 -3.53425
H 1.32478 -0.34533 -3.99601
H 3.22261 2.63434 -1.43783
H 3.42280 4.73177 -0.16736
H 1.15646 6.09041 1.87366
H 0.74488 7.02357 0.44988
H 2.45167 6.66185 0.80674
H -1.15537 3.12685 1.77311
H -0.95457 3.76777 3.42608
H -3.19228 2.74287 3.29678
H -3.54240 3.65094 1.79133
H -3.77218 6.70122 3.63516
H -3.85786 5.99870 1.98834
H -1.71137 7.17397 2.17292
H -1.32437 6.30191 3.68703
H -1.04144 2.94423 -1.21880
H 1.21921 -4.18426 -1.34234

Force components x, y, z for each atom (eV/Å):
-0.208 -0.231 0.064
0.438 -0.091 -0.459
-0.919 -0.524 -0.500
-0.302 0.408 0.539
0.094 -0.237 0.076
0.083 0.141 0.077
0.182 0.224 -0.067
0.004 0.328 0.034
-0.032 -0.398 0.160
0.008 -0.225 0.091
0.164 -0.001 -0.095
0.017 -0.080 0.072
0.042 -0.052 0.051
0.007 -0.500 0.298
-0.674 0.118 -0.026
0.177 0.667 -0.328
0.202 -0.189 0.026
-0.040 -0.427 -0.286
0.206 0.199 0.235
-0.316 -0.073 -0.108
0.094 0.174 -0.049
0.049 0.336 0.186
-0.225 -0.149 -0.080
-0.148 0.102 0.056
0.204 -0.007 -0.010
0.207 0.220 0.062
-0.516 0.092 0.107
0.408 -0.162 0.345
0.126 -0.198 -0.005
0.080 0.091 0.091
-0.015 0.127 -1.122
-0.342 -0.487 0.174
0.172 -0.225 -0.143
0.001 0.011 0.197
0.188 0.232 -0.010
-0.450 0.396 0.067
-0.006 -0.287 -0.204
0.096 0.091 -0.152
-0.037 0.096 -0.049
0.079 0.096 0.101
0.140 0.000 -0.020
-0.121 0.023 -0.081
0.257 -0.042 0.078
0.244 0.038 0.172
-0.048 -0.086 -0.106
-0.024 0.090 0.120
0.076 0.106 -0.046
-0.077 0.084 -0.001
-0.119 -0.046 0.094
-0.092 0.039 0.029
0.011 0.094 -0.020
-0.025 0.105 -0.097
-0.058 0.019 -0.003
0.344 -0.124 -0.027
-0.213 -0.044 0.097
0.136 0.030 0.091
0.081 -0.025 -0.003
0.070 0.063 0.034
0.025 0.038 0.076
0.119 0.113 0.058
0.049 0.019 0.004
0.029 -0.186 0.161
-0.001 -0.029 -0.106
0.046 0.008 -0.096
0.017 -0.058 0.172
0.026 0.026 -0.117
-0.030 0.041 0.096
-0.022 0.103 0.212
-0.003 -0.002 -0.089
-0.053 -0.103 -0.043
0.117 0.103 -0.054

Atom charges from the Mulliken analysis, given in e for atoms 1 to 5:
1 C -0.820
2 C -0.524
3 N 0.176
4 C -0.909
5 C -0.907